1.
23
Properties=species:S:1:pos:R:3 method="wB97M-V/def2-TZVPD" lumo_ev=0.8 energy_ha=-404.720414 smiles="C/C=C/CCN.O.O" fmax_ev_per_a=0.66 spin_multiplicity=1
C -0.87 -2.32 1.35
C 0.08 -1.17 1.30
C 0.25 -0.36 0.26
C 1.23 0.79 0.23
C 0.58 2.17 0.19
N -0.39 2.26 -0.90
H -1.34 -2.49 0.38
H -1.65 -2.15 2.10
H -0.39 -3.25 1.66
H 0.64 -0.96 2.21
H -0.39 -0.43 -0.60
H 1.95 0.73 1.04
H 1.83 0.69 -0.69
H 1.37 2.93 0.09
H 0.04 2.36 1.12
H -0.90 3.13 -0.78
H 0.09 2.32 -1.80
O 2.22 -2.26 -1.67
H 1.66 -2.33 -2.45
H 1.76 -1.63 -1.09
O -2.87 0.86 -0.15
H -2.16 1.32 -0.62
H -2.40 0.26 0.44

=====

2.
23
Properties=species:S:1:pos:R:3 method="wB97M-V/def2-TZVPD" lumo_ev=0.8 energy_ha=-404.683295 smiles="C/C=C/CNC.O.O" fmax_ev_per_a=1.31 spin_multiplicity=1
C -3.25 0.28 -0.06
C -1.78 0.64 -0.05
C -0.84 -0.27 0.16
C 0.53 0.01 0.72
N 1.47 -1.08 0.49
C 1.31 -2.22 1.42
H -3.53 0.09 0.98
H -3.52 -0.61 -0.64
H -3.85 1.14 -0.35
H -1.55 1.69 -0.16
H -1.17 -1.31 0.20
H 0.38 0.19 1.79
H 0.96 0.90 0.29
H 2.40 -0.70 0.60
H 2.27 -2.45 1.88
H 0.97 -3.10 0.86
H 0.51 -2.04 2.14
O 0.57 3.08 -1.13
H 0.55 2.14 -0.91
H 1.54 3.12 -1.18
O 2.12 0.48 -2.17
H 2.68 -0.27 -2.41
H 1.23 0.27 -2.47

=====

3.
23
Properties=species:S:1:pos:R:3 method="wB97M-V/def2-TZVPD" lumo_ev=0.9 energy_ha=-404.685675 smiles=CC[C@@H](C)NCO.O fmax_ev_per_a=3.83 spin_multiplicity=1
C -2.34 0.26 0.00
C -1.09 -0.19 0.82
C 0.21 0.38 0.03
C 0.46 1.88 0.30
N 1.26 -0.58 0.37
C 2.48 -0.41 -0.46
O 3.13 0.89 -0.43
H -2.35 -0.26 -0.96
H -3.25 -0.02 0.59
H -2.32 1.33 -0.15
H -1.08 0.19 1.88
H -1.14 -1.22 0.98
H -0.05 0.40 -1.05
H 1.37 2.31 -0.21
H -0.35 2.58 0.02
H 0.62 2.15 1.34
H 1.53 -0.63 1.34
H 2.21 -0.62 -1.48
H 3.16 -1.11 -0.17
H 2.73 1.36 0.33
O -1.87 -3.09 -0.78
H -1.44 -2.18 -0.66
H -1.90 -3.42 -1.66

=====

4.
24
Properties=species:S:1:pos:R:3 method="wB97M-V/def2-TZVPD" lumo_ev=1.0 energy_ha=-479.850340 smiles="CC=O.CCON.CO" fmax_ev_per_a=3.35 spin_multiplicity=1
C -2.69 -1.98 0.40
C -1.75 -1.01 1.06
O -0.53 -1.26 1.24
H -3.36 -1.44 -0.28
H -2.13 -2.71 -0.18
H -3.28 -2.48 1.16
H -2.25 -0.22 1.65
C 2.20 1.01 0.84
C 2.58 -0.22 0.03
O 1.58 -0.60 -0.91
N 1.49 0.36 -1.98
H 3.01 1.28 1.52
H 1.31 0.81 1.44
H 2.00 1.85 0.18
H 3.53 -0.06 -0.49
H 2.65 -1.10 0.68
H 0.51 0.32 -2.25
H 2.03 -0.03 -2.75
C -1.30 1.61 -0.25
O -1.25 0.21 -0.49
H -1.05 1.84 0.80
H -2.31 1.96 -0.46
H -0.59 2.13 -0.89
H -0.38 -0.28 -0.05

=====

5.
25
Properties=species:S:1:pos:R:3 method="wB97M-V/def2-TZVPD" lumo_ev=-4.2 energy_ha=-821.108253 fmax_ev_per_a=6.21 spin_multiplicity=1 total_charge=+1
C 3.85 -0.60 0.77
C 2.62 0.12 -1.35
C -3.74 1.62 -0.86
C -2.06 -1.46 0.07
C 2.67 -0.53 0.02
N 1.53 -1.00 0.54
O -1.24 1.26 1.83
O -2.99 1.51 0.37
O -1.20 -0.37 -0.22
P -1.40 1.27 0.27
H 3.86 -0.01 1.72
H 4.65 -0.35 0.15
H 3.99 -1.62 0.99
H 3.55 -0.22 -1.82
H 2.67 1.23 -1.21
H 1.70 -0.05 -2.04
H -4.81 1.52 -0.49
H -3.47 0.93 -1.62
H -3.59 2.69 -1.27
H -2.43 -1.31 1.13
H -1.27 -2.33 0.10
H -2.86 -1.40 -0.67
H -2.17 1.27 2.15
H 0.64 -0.87 -0.01
H 1.51 -1.29 1.46

=====

6.
25
Properties=species:S:1:pos:R:3 method="wB97M-V/def2-TZVPD" lumo_ev=0.4 energy_ha=-878.112321 smiles="CCN[C@H](C=O)CS.O.O" fmax_ev_per_a=2.33 spin_multiplicity=1
C 0.13 -0.69 3.10
C 0.93 -0.36 1.84
N 0.10 -0.15 0.69
C 0.83 -0.18 -0.60
C 1.54 1.18 -0.70
O 2.53 1.36 -0.04
C -0.27 -0.54 -1.66
S -0.06 0.43 -3.27
H -0.94 -0.93 3.10
H 0.00 0.20 3.75
H 0.57 -1.52 3.66
H 1.59 -1.20 1.58
H 1.67 0.38 2.19
H -0.56 0.62 0.74
H 1.58 -0.96 -0.66
H 1.12 1.95 -1.36
H -0.28 -1.59 -1.89
H -1.22 -0.19 -1.27
H -1.00 1.35 -3.11
O -2.65 1.53 1.47
H -2.11 1.39 2.26
H -3.39 0.89 1.45
O -1.52 -2.73 1.19
H -1.50 -1.79 1.32
H -0.57 -2.97 1.26

=====

7.
25
Properties=species:S:1:pos:R:3 method="wB97M-V/def2-TZVPD" lumo_ev="-3.0 / -8.8" energy_ha=-554.879443 fmax_ev_per_a=5.38 spin_multiplicity=2 s2=0.75 total_charge=+1
C 0.13 -0.51 2.20
C 1.50 0.00 2.66
C -0.36 0.17 0.92
N 0.26 -0.50 -0.27
C 0.36 0.44 -1.40
C 1.09 -0.22 -2.54
O 2.31 -0.68 -2.09
O 0.76 -0.34 -3.69
H -0.64 -0.32 2.96
H 0.12 -1.63 2.09
H 1.71 -0.37 3.64
H 1.55 1.09 2.74
H 2.31 -0.29 1.95
H -1.48 0.03 0.83
H -0.17 1.21 0.95
H 1.19 -0.87 -0.07
H -0.73 0.71 -1.76
H 0.87 1.40 -1.19
H 2.91 -1.11 -2.81
H -2.48 -1.04 -1.25
H -1.24 -1.90 -0.88
O -2.24 -1.91 -1.07
H -2.77 2.13 0.10
H -2.68 2.55 -1.35
O -2.28 1.98 -0.68

=====

8.
23
Properties=species:S:1:pos:R:3 method="wB97M-V/def2-TZVPD" lumo_ev=0.7 energy_ha=-727.647629 smiles=CN(C)CCCS.O fmax_ev_per_a=1.25 spin_multiplicity=1
C 0.03 2.08 2.68
N -0.82 1.86 1.54
C -1.98 1.06 1.79
C -0.22 1.70 0.20
C 1.03 0.82 0.13
C 0.74 -0.67 0.28
S -0.32 -1.48 -0.94
H 0.18 1.19 3.30
H -0.40 2.81 3.38
H 1.02 2.39 2.39
H -2.89 1.43 1.33
H -2.22 1.07 2.85
H -1.86 0.01 1.46
H 0.02 2.69 -0.17
H -0.98 1.18 -0.37
H 1.71 1.08 0.93
H 1.54 0.97 -0.82
H 0.34 -0.89 1.27
H 1.67 -1.26 0.24
H -1.48 -1.00 -0.46
O 1.56 -3.13 -4.03
H 1.88 -2.36 -4.52
H 0.81 -2.81 -3.53

=====

9.
23
Properties=species:S:1:pos:R:3 method="wB97M-V/def2-TZVPD" lumo_ev=-2.6 energy_ha=-727.408297 fmax_ev_per_a=2.81 spin_multiplicity=1
C -1.46 0.69 -1.61
N -1.19 -0.57 -0.75
C -0.96 -0.35 0.65
C 0.40 -0.99 0.99
C 1.55 -0.08 0.63
S 2.94 -0.51 -0.46
C -2.03 -0.91 1.58
H -2.42 1.03 -1.23
H -0.79 1.60 -1.45
H -1.59 0.42 -2.66
H -0.25 -0.73 -1.11
H -0.87 0.71 0.82
H 0.52 -1.12 2.02
H 0.28 -1.95 0.50
H 1.01 -0.45 -2.05
H 1.82 0.49 1.50
H 3.53 -1.56 0.28
H -1.87 -0.59 2.64
H -3.01 -0.61 1.42
H -2.10 -2.02 1.48
H 1.80 1.89 -0.72
H 2.82 2.87 -1.26
O 1.86 2.74 -1.20

=====

10.
23
Properties=species:S:1:pos:R:3 method="wB97M-V/def2-TZVPD" lumo_ev=0.8 energy_ha=-727.603484 smiles=CNCCCCS.O fmax_ev_per_a=5.70 spin_multiplicity=1
C 1.20 0.71 2.64
N 1.08 -0.68 2.12
C 0.45 -0.72 0.79
C -0.94 -0.24 0.79
C -1.14 1.11 -0.07
C -0.71 0.97 -1.54
S -1.87 -0.11 -2.52
H 1.59 1.45 2.00
H 0.20 1.06 2.91
H 1.80 0.89 3.66
H 0.39 -1.11 2.78
H 1.21 -0.34 0.02
H 0.50 -1.80 0.65
H -1.47 -0.24 1.69
H -1.38 -1.08 0.15
H -2.19 1.30 -0.12
H -0.55 1.90 0.31
H 0.31 0.55 -1.62
H -0.78 2.01 -2.00
H -2.45 -0.77 -1.53
O 3.27 -0.85 -0.03
H 2.71 -0.18 0.39
H 3.16 -1.38 0.74

=====

11.
23
Properties=species:S:1:pos:R:3 method="wB97M-V/def2-TZVPD" lumo_ev="-3.9 / -9.1" energy_ha=-727.312970 fmax_ev_per_a=2.64 spin_multiplicity=2 s2=0.75 total_charge=+1
C -1.17 -0.36 0.27
C -1.95 0.74 -0.41
C -1.65 0.90 -1.96
S -2.53 -0.11 -3.04
C 0.35 -0.23 0.04
N 1.27 -0.38 1.17
C 1.23 0.69 2.18
H -1.34 -0.42 1.36
H -1.54 -1.36 0.02
H -3.03 0.74 -0.26
H -1.69 1.70 0.04
H -0.55 0.77 -2.05
H -1.67 1.95 -2.26
H -1.92 -1.26 -2.69
H 0.72 0.67 -0.46
H 0.64 -1.09 -0.59
H 0.98 -1.19 1.71
H 1.94 1.47 1.91
H 0.27 1.21 2.29
H 1.54 0.41 3.16
H 3.86 -2.18 -0.06
H 2.90 -1.13 0.20
O 3.32 -1.55 -0.57

=====

12.
22
Properties=species:S:1:pos:R:3 method="wB97M-V/def2-TZVPD" lumo_ev="0.8 / -3.4" energy_ha=-543.513547 fmax_ev_per_a=3.61 spin_multiplicity=3 s2=2.01
C -2.13 -1.69 -1.02
C -0.02 2.17 1.09
C 2.08 1.08 1.03
C 1.26 -1.51 -0.78
C -1.74 -0.51 -0.11
N 0.70 1.07 0.59
Si 0.05 -0.03 -0.62
H -2.76 -2.49 -0.52
H -2.82 -1.28 -1.85
H -1.26 -2.01 -1.54
H -1.14 2.01 0.83
H 0.13 2.25 2.25
H 0.19 3.22 0.56
H 2.66 0.28 0.63
H 2.59 2.02 0.80
H 2.33 0.91 2.21
H 1.33 -1.94 0.26
H 0.76 -2.44 -1.27
H 2.13 -1.33 -1.36
H -1.92 -0.79 1.00
H -2.35 0.33 -0.24
H -0.08 0.68 -1.95